{
  "formula": "C48H60N3OOsP2Si3",
  "method": "the ωB97M-V functional and the def2-TZVPD basis",
  "species": ["Os", "C", "Si", "C", "C", "N", "P", "C", "P", "N", "Si", "C", "C", "C", "C", "C", "C", "C", "C", "C", "C", "C", "C", "C", "C", "C", "C", "C", "C", "C", "C", "C", "C", "C", "C", "C", "C", "C", "H", "H", "H", "H", "H", "H", "H", "H", "H", "H", "H", "H", "H", "H", "H", "H", "H", "H", "H", "H", "H", "H", "H", "H", "H", "H", "H", "H", "H", "H", "H", "H", "H", "H", "H", "H", "H", "H", "C", "C", "O", "C", "C", "C", "C", "C", "C", "H", "H", "H", "H", "H", "H", "H", "H", "C", "Si", "C", "C", "N", "C", "C", "C", "C", "C", "C", "H", "H", "H", "H", "H", "H", "H", "H", "H", "H", "H", "H", "H", "H"],
  "xyz": [[-0.6243, -0.7476, 0.0377], [-4.6024, -0.6214, 1.5276], [-3.3179, 0.6760, 1.8759], [-2.7685, 0.5003, 3.6528], [-4.1740, 2.3228, 1.6654], [-1.8665, 0.6408, 0.8097], [-1.0669, 1.9977, 0.3564], [0.2866, 1.2511, -0.4281], [1.8807, 1.0243, 0.2299], [1.5523, -0.2549, 1.1270], [2.4324, -1.0698, 2.4006], [2.4081, -0.0461, 3.9619], [1.5867, -2.6946, 2.7615], [4.2129, -1.4307, 1.9065], [3.0500, 0.8079, -1.1431], [3.2724, -0.4514, -1.6883], [4.1168, -0.6053, -2.7776], [4.7361, 0.5011, -3.3399], [4.5164, 1.7617, -2.8059], [3.6836, 1.9148, -1.7086], [2.6229, 2.4451, 1.0719], [3.8650, 2.2381, 1.6745], [4.5123, 3.2761, 2.3218], [3.9353, 4.5399, 2.3555], [2.7218, 4.7639, 1.7250], [2.0694, 3.7193, 1.0839], [-1.9299, 2.9333, -0.9170], [-1.4383, 4.1659, -1.3453], [-2.0325, 4.8149, -2.4147], [-3.1146, 4.2343, -3.0640], [-3.5978, 3.0015, -2.6503], [-3.0047, 2.3502, -1.5796], [-0.8104, 3.0207, 1.8094], [-1.3039, 4.3131, 1.9619], [-1.0564, 5.0080, 3.1374], [-0.3125, 4.4215, 4.1520], [0.1817, 3.1315, 4.0036], [-0.0693, 2.4322, 2.8375], [-5.5558, -0.2019, 1.8565], [-4.4250, -1.5297, 2.0974], [-4.7010, -0.8922, 0.4806], [-3.5600, 0.0034, 4.2172], [-2.5765, 1.4679, 4.1180], [-1.8642, -0.1043, 3.7487], [-5.0945, 2.2652, 2.2503], [-4.4548, 2.5422, 0.6347], [-3.5996, 3.1636, 2.0515], [1.3826, 0.1144, 4.3055], [2.8809, 0.9286, 3.8324], [2.9400, -0.5753, 4.7559], [0.5905, -2.7496, 2.3265], [1.4820, -2.8399, 3.8385], [2.1621, -3.5355, 2.3726], [4.9229, -0.7444, 2.3685], [4.3566, -1.3880, 0.8248], [4.4848, -2.4348, 2.2359], [2.7973, -1.3040, -1.2282], [4.3028, -1.5871, -3.1922], [5.3946, 0.3799, -4.1888], [5.0030, 2.6261, -3.2362], [3.5322, 2.9015, -1.2931], [4.3362, 1.2667, 1.6216], [5.4730, 3.1046, 2.7887], [4.4405, 5.3512, 2.8615], [2.2803, 5.7513, 1.7275], [1.1346, 3.9132, 0.5747], [-0.5794, 4.6145, -0.8585], [-1.6503, 5.7707, -2.7457], [-3.5800, 4.7448, -3.8960], [-4.4352, 2.5466, -3.1612], [-3.3773, 1.3874, -1.2514], [-1.8937, 4.7743, 1.1795], [-1.4495, 6.0075, 3.2615], [-0.1226, 4.9699, 5.0643], [0.7581, 2.6732, 4.7956], [0.3132, 1.4244, 2.7170], [1.5288, -3.2295, -2.7880], [1.0689, -3.3036, -1.3641], [0.5564, -2.3050, -0.8480], [1.2216, -4.5797, -0.6440], [2.2701, -5.4490, -0.9568], [2.3977, -6.6462, -0.2756], [1.4590, -7.0007, 0.6863], [0.4000, -6.1532, 0.9795], [0.2896, -4.9390, 0.3248], [1.2747, -2.2676, -3.2229], [1.0759, -4.0411, -3.3590], [2.6097, -3.3717, -2.8341], [3.0020, -5.1858, -1.7076], [3.2221, -7.3083, -0.5009], [1.5540, -7.9453, 1.2049], [-0.3380, -6.4277, 1.7201], [-0.5300, -4.2762, 0.5482], [-2.2467, -3.9380, -2.5807], [-2.6816, -2.2386, -1.9195], [-4.5102, -1.9274, -2.1331], [-1.7824, -1.0078, -3.0029], [-2.1286, -2.0520, -0.2463], [-2.5179, -2.9132, 0.7994], [-3.4307, -3.9586, 0.6070], [-3.7941, -4.8006, 1.6455], [-3.2692, -4.6297, 2.9192], [-2.3846, -3.5827, 3.1330], [-2.0223, -2.7401, 2.0953], [-2.1137, -3.8691, -3.6629], [-3.0209, -4.6800, -2.3973], [-1.3189, -4.3226, -2.1511], [-4.7616, -1.9983, -3.1934], [-4.7882, -0.9274, -1.7964], [-5.1325, -2.6446, -1.5975], [-2.2901, -0.9676, -3.9697], [-0.7506, -1.3123, -3.1868], [-1.7562, 0.0070, -2.6058], [-3.8795, -4.1108, -0.3595], [-4.5045, -5.5942, 1.4545], [-3.5528, -5.2886, 3.7274], [-1.9734, -3.4106, 4.1192], [-1.3516, -1.9116, 2.3017]],
  "mulliken_charge": [2.2926, -0.9503, 0.7651, -1.2575, -1.1583, 0.6782, -0.0161, -1.4379, 1.3456, -0.3958, 0.3671, -1.1365, -0.8315, -1.2425, 0.7593, -0.0489, -0.9426, -0.7818, -0.8600, -0.8459, 1.0704, -0.7326, -0.6261, -0.8233, -0.3942, -0.3266, 1.0546, -0.3093, -0.9173, -0.7581, -1.0879, -1.0577, 1.1476, -0.3150, -0.9368, -0.9393, -0.8185, -0.3340, 0.6702, 0.1220, 0.0107, 0.5672, 0.4129, 0.1341, 0.5216, 0.3007, 0.2663, 0.2066, 0.3238, 0.5755, -0.1984, 0.5076, 0.3686, 0.3880, 0.2421, 0.5467, 0.1578, 0.4274, 0.4219, 0.4478, 0.4168, 0.4363, 0.4527, 0.4109, 0.4986, 0.3131, 0.2908, 0.4965, 0.4184, 0.4782, 0.7099, 0.5254, 0.4808, 0.4558, 0.5102, -0.3972, -1.6423, 0.2365, -0.0197, 0.6592, -0.7514, -0.8930, -0.6543, -1.1028, 0.5880, 0.3522, 0.4164, 0.3093, 0.3909, 0.4370, 0.4313, 0.5038, 0.7046, -1.0156, 0.8494, -1.3621, -0.7454, 0.7567, 0.3481, -0.3218, -1.2071, -1.0147, -1.2328, 0.7501, 0.4498, 0.4526, 0.0673, 0.4355, 0.2804, 0.3662, 0.4947, -0.0998, 0.0849, 0.2257, 0.4427, 0.4220, 0.5403, -0.0495],
  "charge": 1,
  "multiplicity": 5,
  "energy_ha": -3746.363251,
  "de_lowest_kcal_mol": 28.9,
  "orbital_gap_ev": [6.94, 5.95]
}


{
  "formula": "C38H48FeN8OSSi2",
  "method": "the ωB97M-V functional and the def2-TZVPD basis",
  "species": ["Fe", "N", "C", "N", "C", "N", "N", "C", "C", "C", "C", "C", "C", "N", "C", "C", "C", "C", "C", "C", "H", "H", "H", "H", "H", "H", "H", "H", "H", "H", "H", "C", "Si", "C", "C", "C", "C", "C", "C", "C", "C", "N", "Si", "C", "C", "C", "H", "H", "H", "H", "H", "H", "H", "H", "H", "H", "H", "H", "H", "H", "H", "H", "H", "H", "H", "H", "H", "H", "C", "C", "N", "C", "C", "C", "S", "N", "C", "O", "C", "C", "C", "C", "C", "C", "H", "H", "H", "H", "H", "H", "H", "H", "H", "H", "H", "H", "H", "H", "H"],
  "xyz": [[0.1603, 0.3057, 0.0546], [2.7159, 3.6891, -0.6926], [2.2676, 2.4640, -0.4254], [1.0131, 2.1601, -0.2854], [0.0525, 3.1456, -0.5125], [-1.1970, 2.8419, -0.5408], [-1.3730, 1.4972, -0.3887], [-2.5116, 1.0132, -0.6822], [-2.6395, -0.4281, -0.5937], [-3.8195, -1.0755, -0.9161], [-3.8748, -2.4553, -0.8068], [-2.7438, -3.1235, -0.3798], [-1.5967, -2.3980, -0.0807], [-1.5293, -1.0742, -0.1805], [0.4824, 4.5190, -0.7311], [-0.4187, 5.5788, -0.8518], [0.0492, 6.8578, -1.0588], [1.4223, 7.0969, -1.1524], [2.3264, 6.0619, -1.0371], [1.8466, 4.7746, -0.8241], [3.7083, 3.8369, -0.7886], [3.0104, 1.6873, -0.3140], [-3.3216, 1.6565, -1.0088], [-4.6730, -0.4949, -1.2395], [-4.7805, -2.9936, -1.0509], [-2.7279, -4.1993, -0.2770], [-0.7087, -2.9030, 0.2579], [-1.4767, 5.3704, -0.7783], [-0.6471, 7.6794, -1.1499], [1.7843, 8.1027, -1.3160], [3.3915, 6.2434, -1.1082], [-0.5942, -1.0899, 4.8797], [-0.8864, -0.9475, 3.0228], [-2.7549, -0.9961, 2.8148], [0.0609, -2.4471, 2.3986], [-0.1359, 0.6068, 2.2093], [1.3282, 0.4563, 2.3779], [2.1468, 0.6028, 3.5060], [3.4756, 0.2433, 3.4118], [3.9832, -0.2570, 2.2120], [3.1322, -0.3402, 1.1308], [1.8599, 0.0496, 1.2216], [-0.8012, 2.2264, 2.9623], [-1.0873, 2.1753, 4.8235], [-2.4957, 2.7113, 2.3113], [0.4667, 3.6230, 2.8202], [-0.7651, -2.1427, 5.1260], [-1.2669, -0.4980, 5.4948], [0.4326, -0.8654, 5.1721], [-3.1139, -2.0251, 2.7364], [-3.1138, -0.4439, 1.9496], [-3.2263, -0.5602, 3.6985], [-0.5192, -3.3666, 2.5124], [0.9474, -2.5543, 3.0316], [0.4141, -2.3679, 1.3741], [1.7349, 0.9683, 4.4338], [4.1201, 0.3295, 4.2773], [5.0109, -0.5791, 2.1267], [3.4469, -0.7267, 0.1682], [-1.9892, 1.6314, 5.0957], [-1.2328, 3.2141, 5.1374], [-0.2590, 1.7762, 5.4079], [-3.2594, 2.1781, 2.8807], [-2.6775, 2.5314, 1.2509], [-2.6452, 3.7786, 2.4925], [0.9586, 3.7340, 3.7899], [-0.0216, 4.5750, 2.5978], [1.2497, 3.4664, 2.0966], [-0.4645, 0.6273, -5.7145], [-1.3452, -0.0275, -4.6614], [-0.7305, -1.2187, -4.0807], [-1.0005, -2.4811, -4.7729], [-2.1624, -3.2395, -4.1504], [0.0458, -1.2015, -2.9865], [0.4855, 0.3558, -2.3298], [0.4859, -2.3813, -2.5668], [1.1631, -2.5270, -1.4186], [1.1778, -1.7317, -0.4600], [1.8955, -3.8207, -1.2593], [1.7783, -4.8406, -2.2002], [2.4533, -6.0369, -2.0172], [3.2514, -6.2210, -0.8962], [3.3706, -5.2082, 0.0458], [2.6917, -4.0137, -0.1332], [-0.9779, 1.4788, -6.1620], [-0.2174, -0.0764, -6.5105], [0.4628, 0.9785, -5.2630], [-2.2931, -0.3454, -5.1007], [-1.5640, 0.6765, -3.8607], [-0.0970, -3.0856, -4.7484], [-1.2168, -2.2326, -5.8126], [-1.9217, -3.4997, -3.1204], [-2.3586, -4.1574, -4.7054], [-3.0735, -2.6369, -4.1587], [1.1537, -4.6822, -3.0677], [2.3584, -6.8278, -2.7494], [3.7789, -7.1555, -0.7559], [3.9899, -5.3526, 0.9214], [2.7663, -3.2225, 0.6016]],
  "mulliken_charge": [-0.1184, 0.2186, -0.9352, 0.6385, -0.4018, -1.6785, 2.3844, -1.6612, 0.5938, -0.7739, -1.1021, -1.2556, -0.1729, 1.7267, 0.7617, -0.5279, -0.9167, -0.4450, -1.0498, 0.2337, 0.3363, 0.7411, 0.4748, 0.6080, 0.4827, 0.5936, 0.2704, 0.4884, 0.4512, 0.4331, 0.4467, -1.2991, 0.3294, -0.9582, -0.1538, 3.3883, -1.8013, -0.7188, -0.9283, -1.5970, -0.7003, 1.1754, 0.4965, -1.4510, -1.0100, -1.1337, 0.4116, 0.3756, 0.3279, 0.4321, 0.1160, 0.4708, 0.5973, 0.4227, -1.1401, 0.5696, 0.5166, 0.4939, 0.8050, 0.3314, 0.3741, 0.3574, 0.3409, 0.1849, 0.4765, 0.4776, 0.4390, 0.1568, -1.2006, -0.6759, 0.4212, -0.8435, -0.8578, 0.3573, -0.6651, -0.0294, -0.8923, -0.1983, 0.8400, -0.3336, -0.7937, -0.4157, -1.0306, -0.1516, 0.4189, 0.3388, 0.2650, 0.5448, 0.1749, 0.4007, 0.5181, 0.0301, 0.4459, 0.3052, 0.3951, 0.4213, 0.3987, 0.4210, 0.3706],
  "charge": 1,
  "multiplicity": 2,
  "energy_ha": -4230.920167,
  "orbital_gap_ev": [6.82, 6.97]
}


{
  "formula": "CH14O6",
  "method": "the ωB97M-V functional and the def2-TZVPD basis",
  "species": ["C", "O", "H", "H", "H", "H", "H", "H", "O", "H", "H", "O", "H", "H", "O", "H", "H", "O", "H", "H", "O"],
  "xyz": [[-1.5316, 0.9234, -0.9569], [-0.1349, 1.1842, -1.0833], [-1.7026, 0.1540, -1.7182], [-1.9375, 0.6151, 0.0105], [-2.1436, 1.7361, -1.3917], [0.0778, 2.0924, -0.8235], [-1.0347, 1.4429, 1.7585], [-0.2150, 1.5212, 3.0181], [-0.1506, 1.7047, 2.0705], [0.4636, -0.5919, -0.2473], [0.4564, -1.1993, 1.1352], [0.1954, -1.4068, 0.2345], [-0.0771, -3.4335, 1.6266], [1.3984, -3.4581, 2.0138], [0.5160, -3.6385, 2.3465], [-1.1575, 3.1513, -0.0610], [-1.2244, 4.3727, -0.9811], [-0.7635, 4.0242, -0.2087], [2.3823, -3.3634, -2.5784], [3.5492, -2.5642, -2.2851], [3.0337, -3.2663, -1.8789]],
  "mulliken_charge": [-2.8834, -0.0789, 0.5668, 0.3590, 0.8278, 0.1620, 0.4017, 0.5093, -1.0629, 0.2595, 0.2757, -0.4403, 0.3397, 0.3234, -0.6508, 0.3325, 0.5385, -0.7570, 0.3271, 0.3235, -0.6731],
  "charge": -1,
  "multiplicity": 2,
  "energy_ha": -497.867744,
  "de_lowest_kcal_mol": 20.4,
  "orbital_gap_ev": [2.40, 10.35]
}